(1)
# C16H21NO6Ru

A structure of composition C16H21NO6Ru (wB97M-V/def2-TZVPD, the OMol25 dataset).

Atoms and positions in Å:
N (-0.71, -2.02, 1.13)
H (2.30, 3.19, 0.49)
H (2.21, 4.95, 1.91)
C (3.08, 0.96, 3.01)
H (3.66, 5.51, 2.72)
H (1.48, -0.35, 2.68)
O (-0.57, 0.16, 2.61)
H (-1.28, -2.33, 3.14)
O (-2.82, 0.28, 2.60)
C (-1.93, -0.76, -0.55)
C (-1.79, -0.33, 2.52)
H (-2.21, -2.87, -0.13)
H (3.91, 0.06, 4.75)
O (1.56, -1.60, -0.07)
O (2.46, -3.59, 0.42)
H (-2.63, -2.26, 2.01)
H (-0.68, -2.46, -0.91)
H (-0.25, -0.11, -1.43)
H (2.94, -1.20, 3.08)
C (3.76, 0.99, 4.20)
C (3.26, 4.71, 2.11)
H (-2.56, -0.31, 0.21)
C (2.58, -0.36, 2.49)
C (-1.41, -2.12, -0.17)
H (-2.46, -0.74, -1.50)
H (-0.11, -4.05, 0.86)
H (4.96, 1.22, 6.53)
C (4.09, 3.36, 4.02)
H (4.63, 2.96, 6.69)
C (-1.66, -1.83, 2.25)
C (4.27, 2.18, 4.73)
C (2.89, 2.17, 2.30)
O (-0.75, 0.09, -0.62)
H (4.48, 4.28, 4.42)
C (2.21, 2.25, 1.04)
C (0.28, -3.11, 1.27)
H (0.49, -3.29, 2.32)
H (2.89, -0.54, 1.46)
H (3.79, 4.73, 1.15)
C (3.41, 3.39, 2.81)
Ru (0.50, -0.28, 0.99)
O (1.52, 1.39, 0.45)
C (5.02, 2.18, 6.02)
C (1.57, -2.80, 0.50)
H (6.07, 2.41, 5.84)

- 2S+1 = 2
- maximum force (eV Å⁻¹) = 1.293
- charge = +1
- DFT total energy (eV) = -33283.3073
- energy above the lowest of the compared OMol25 structures with the same formula, charge and spin (kcal/mol) = 0.0
- expectation value of S² = 0.754

Here are the natural (NBO) charges for atoms 1 to 4, given in e:
1. N -0.36
2. H 0.18
3. H 0.23
4. C 0.07


(2)
# C2H3BrN4

A cluster of 2 separate species, C2H3BrN4 in total (wB97M-V/def2-TZVPD, the OMol25 dataset).

Atoms and positions in Å:
N (2.44, 2.24, -0.87)
N (-2.23, -1.39, 0.61)
N (0.25, -0.41, 1.86)
H (-1.99, -1.95, -0.25)
N (0.44, 1.05, -0.05)
C (1.52, 1.64, -0.51)
C (0.33, 0.29, 0.90)
Br (-2.97, 0.27, -0.01)
H (0.08, -0.96, 2.61)
H (-3.15, -1.68, 0.88)

- maximum force (eV Å⁻¹) = 4.259
- SMILES string = N#CN=C=N.NBr
- DFT total energy (eV) = -78122.6103
- energy above the lowest of the compared OMol25 structures with the same formula, charge and spin (kcal/mol) = 30.1

Here are the natural (NBO) charges for atoms 1 to 4, given in e:
1. N -0.38
2. N -0.85
3. N -0.64
4. H 0.37


(3)
# C37H45N9STi

A structure of composition C37H45N9STi (wB97M-V/def2-TZVPD, the OMol25 dataset).

Atoms and positions in Å:
H (2.56, -2.15, 2.89)
H (4.74, -2.11, 2.63)
C (1.57, 2.13, -4.09)
C (-3.77, -1.93, 2.33)
H (-4.55, -3.90, 2.58)
H (-1.01, 0.34, -5.34)
H (-7.51, -0.84, 2.06)
C (1.52, 1.61, -2.81)
N (2.15, -0.77, 0.03)
H (2.30, 2.89, -4.35)
N (4.05, -2.00, 0.65)
H (-2.76, -3.82, -3.82)
C (2.20, 2.96, 3.11)
H (-3.56, -1.24, -0.49)
H (-3.72, 3.63, 1.93)
H (3.52, -4.29, 2.09)
H (-0.35, 1.88, 5.06)
N (-3.18, 0.46, 2.00)
C (-1.07, -3.31, -2.59)
H (3.14, 3.43, 0.69)
C (-1.51, -1.84, -0.74)
H (1.50, -0.82, 2.42)
C (-3.05, 2.64, -1.98)
C (4.46, -2.21, -0.74)
H (-0.68, 5.01, -2.35)
H (1.30, 4.35, -1.20)
H (3.19, 1.35, -1.51)
C (-0.53, 3.25, -1.14)
N (-1.02, -1.07, 0.36)
H (0.67, 2.06, -6.04)
C (-6.47, -1.14, 2.13)
H (-2.22, 2.84, 2.09)
C (-2.33, 1.83, -1.12)
C (0.29, 2.02, 4.19)
H (4.01, -4.28, -1.23)
C (4.57, -4.12, 1.86)
H (-0.95, -0.51, -3.02)
N (0.71, 1.54, 1.89)
C (2.60, 2.48, 0.67)
C (4.87, -2.64, 1.69)
H (-4.35, -2.48, -2.48)
C (-0.27, 0.72, -4.65)
H (5.51, -2.49, -0.71)
C (2.45, 2.12, -1.74)
H (-2.74, -2.23, 2.44)
C (-6.13, -2.47, 2.31)
Ti (0.42, 0.65, -0.14)
H (-4.05, 2.35, -2.28)
C (-1.17, 4.11, -2.01)
H (-6.91, -3.22, 2.38)
C (-2.41, -3.26, -2.96)
H (-0.93, 0.80, 2.90)
H (4.81, -4.69, 0.96)
H (-2.76, 0.91, -0.73)
C (-5.44, -0.21, 2.04)
C (1.81, 2.32, 1.95)
H (5.91, -2.50, 1.40)
C (-4.79, -2.86, 2.42)
N (0.64, 0.66, -2.44)
C (-0.62, -2.60, -1.49)
H (1.72, 3.28, 5.18)
C (2.92, -1.33, 0.94)
C (0.84, 3.56, -0.60)
H (3.33, 1.68, 0.59)
S (-5.55, 1.52, 1.86)
H (4.42, -1.25, -1.26)
C (0.65, 1.67, -5.03)
H (0.70, 3.96, 0.41)
H (-0.49, -1.67, 0.99)
C (2.51, -1.20, 2.38)
N (1.72, 2.39, -0.50)
C (-2.46, 3.80, -2.44)
N (-3.18, 2.80, 1.76)
C (-2.86, -1.81, -1.09)
H (-0.37, -3.91, -3.17)
C (-0.25, 0.25, -3.35)
C (-0.04, 1.41, 2.99)
C (-4.10, -0.59, 2.13)
H (3.74, -3.14, -2.55)
C (-3.80, 1.59, 1.89)
C (-3.30, -2.51, -2.21)
H (3.08, 3.58, 3.12)
C (3.65, -3.27, -1.47)
H (-2.98, 4.46, -3.12)
H (2.60, -3.23, -1.21)
H (2.99, 3.00, -2.09)
H (0.42, -2.61, -1.21)
C (1.44, 2.79, 4.26)
H (-1.79, -0.66, 0.91)
H (3.17, -0.50, 2.91)
H (5.17, -4.53, 2.68)
H (2.48, -0.97, -0.91)
N (-1.09, 2.12, -0.70)

- 2S+1 = 3
- maximum force (eV Å⁻¹) = 0.943
- charge = +2
- DFT total energy (eV) = -86453.5346
- energy above the lowest of the compared OMol25 structures with the same formula, charge and spin (kcal/mol) = 4.3
- expectation value of S² = 2.005

Here are the Löwdin charges for atoms 1 to 4, given in e:
1. H 0.09
2. H 0.11
3. C 0.00
4. C -0.04


(4)
# C10H11NO

The molecule C10H11NO (wB97M-V/def2-TZVPD, the OMol25 dataset).

Atoms and positions in Å:
H (-2.76, -0.09, -0.87)
H (2.50, 2.80, 0.86)
H (-2.03, -2.55, -0.80)
H (0.69, 1.90, -0.36)
C (0.20, -1.70, 0.99)
C (-0.97, 0.26, -1.86)
H (2.37, 3.14, 2.66)
N (-2.40, -0.04, -1.81)
H (0.86, 3.12, 1.68)
C (0.94, -0.82, 1.74)
C (-1.11, -2.08, -1.19)
H (-0.56, -2.90, -1.65)
H (0.06, -2.76, 1.28)
H (-1.58, -1.39, -3.30)
H (-0.67, 1.03, -2.60)
C (-0.29, 0.06, -0.56)
H (1.31, -1.12, 2.72)
C (-0.42, -1.27, -0.16)
O (1.86, 1.30, 2.14)
C (-1.50, -1.05, -2.25)
C (1.10, 0.50, 1.37)
C (1.89, 2.68, 1.79)
C (0.52, 0.95, 0.17)

- maximum force (eV Å⁻¹) = 2.078
- SMILES string = COc1ccc2c(c1)[C@@H]1N[C@@H]1C2
- DFT total energy (eV) = -14084.5015
- energy above the lowest of the compared OMol25 structures with the same formula, charge and spin (kcal/mol) = 48.1

Here are the natural (NBO) charges for atoms 1 to 4, given in e:
1. H 0.36
2. H 0.18
3. H 0.21
4. H 0.23


- Which of these has the lowest DFT total energy?
  C37H45N9STi